C15H52O21S5 | ωB97M-V/def2-TZVPD

Geometry as XYZ:
```
93
Properties=species:S:1:pos:R:3
S -1.652 3.483 2.290
S -1.139 0.130 -8.101
S -3.437 -1.375 4.342
S 6.260 -1.451 0.358
S 0.752 -0.030 1.233
O -1.991 1.034 -8.871
O 1.820 0.673 4.909
O -2.444 -2.300 3.815
O 7.612 -1.140 0.846
O 2.023 0.508 0.699
O -4.217 -0.656 3.141
O 1.896 -5.130 -0.726
O -2.190 3.121 3.595
O -0.244 0.706 -7.096
O -2.204 4.959 1.842
O -2.026 -1.049 -7.411
O 0.221 0.411 2.534
O -4.433 -1.834 5.302
O 3.530 -2.887 -1.460
O 5.349 -2.037 1.676
O -1.947 -4.630 2.389
O -2.689 2.206 -1.312
O -0.465 -0.031 0.118
O -1.918 2.548 1.213
O -0.946 2.127 -3.788
O 6.020 -2.332 -0.787
C 0.130 3.833 2.392
C -1.482 -1.927 -6.397
C 0.884 -1.875 1.437
C 4.054 -1.572 3.592
C 5.386 -1.359 2.924
C -3.914 -1.548 1.023
C -0.235 -1.006 -9.272
C -3.521 -0.413 1.916
C -2.615 0.111 5.024
C -3.329 6.584 3.246
C -0.145 0.297 -1.158
C -1.939 6.138 2.702
C -2.010 -1.405 -5.080
C 5.234 0.133 0.000
C 0.741 -0.672 -1.931
H -3.364 0.781 5.444
H -1.033 -1.195 -9.990
H 0.374 -1.699 -1.926
H 3.449 -2.885 -2.413
H 1.032 -2.193 0.406
H 0.183 -1.891 -8.792
H 0.808 -0.394 -2.983
H -0.061 -2.271 1.807
H 5.277 0.881 0.792
H -1.422 -0.531 -4.800
H -3.785 0.576 1.539
H 1.751 -2.065 2.071
H -1.128 0.357 -1.624
H 1.007 0.457 4.452
H 3.909 -1.086 4.557
H -2.459 -0.569 2.102
H -1.369 6.894 2.163
H 3.261 -1.027 3.079
H -2.032 2.261 -2.006
H -1.227 5.897 3.490
H -1.866 -3.835 2.914
H 6.214 -1.685 3.553
H 1.788 -0.718 -1.633
H -3.065 -1.130 -5.082
H 5.655 0.633 -0.873
H 0.304 4.463 3.264
H -1.875 -2.223 -4.372
H -2.153 0.536 4.133
H 4.185 -0.126 -0.143
H 3.932 -2.618 3.874
H -3.577 -2.476 1.485
H 0.619 4.213 1.495
H -1.811 -0.172 5.703
H -1.825 -2.937 -6.621
H -3.329 -1.511 0.104
H -2.832 -4.948 2.570
H 0.385 1.247 -1.091
H -1.635 2.479 -4.350
H 2.198 -5.663 -1.462
H -3.249 7.372 3.995
H 5.541 -0.301 2.716
H -3.824 5.737 3.720
H 4.471 -2.967 -1.299
H 0.568 -0.453 -9.759
H -0.396 -1.850 -6.357
H -0.204 1.987 -4.377
H -4.967 -1.630 0.754
H 2.184 -0.175 5.164
H -3.831 6.948 2.349
H 2.070 -4.228 -0.995
H 0.610 2.879 2.613
H -2.236 2.515 -0.528
```

For the frontier orbital gap, the calculation gives 10.6 eV. The calculation puts the highest occupied orbital energy at -10.588 eV. As for the max |F|: 0.09178 Eh/bohr. As for the LUMO energy: 0.00087 Eh. As for the SMILES: CCOS(C)(=O)=O.CCOS(C)(=O)=O.CCOS(C)(=O)=O.CCOS(C)(=O)=O.CCOS(C)(=O)=O.O.O.O.O.O.O.